1.
Density functional theory data (the ωB97M-V functional and the def2-TZVPD basis) for a molecular structure, C13H30ClLiN2O7 at a distorted geometry.

Results
HOMO-LUMO gap (alpha / beta) = 7.541 / 7.043 eV
Energy above the lowest of the compared OMol25 structures with the same formula, charge and spin = 42.2 kcal/mol
Total charge = -1
2S+1 = 2

Last column: natural (NBO) charge in e.
CARTESIAN COORDINATES (ANGSTROEM)
1 Li 1.980 -2.703 1.241  0.852
2 Cl 2.792 -1.739 3.251  -0.924
3 C 1.636 -5.105 1.261  0.888
4 O 1.483 -6.178 1.806  -0.481
5 O 0.738 -4.268 1.431  -0.659
6 O 2.734 -4.687 0.904  -0.694
7 C -1.914 -1.642 -1.744  -0.272
8 O -0.492 -1.410 -1.818  -0.554
9 C -0.033 -0.746 -0.671  -0.058
10 C 1.489 -0.434 -0.747  -0.245
11 N 2.182 -1.657 -0.706  -0.648
12 C 3.620 -1.576 -0.752  -0.252
13 C 4.272 -2.796 -1.370  -0.092
14 O 4.245 -2.533 -2.753  -0.559
15 C 5.447 -2.911 -3.496  -0.248
16 H -2.105 -2.473 -2.422  0.194
17 H -2.589 -0.794 -1.866  0.169
18 H -2.229 -2.172 -0.845  0.178
19 H -0.244 -1.484 0.103  0.178
20 H -0.765 0.043 -0.496  0.173
21 H 1.826 0.228 0.051  0.211
22 H 1.791 0.059 -1.671  0.169
23 H 1.946 -2.034 -1.613  0.368
24 H 3.878 -1.509 0.305  0.219
25 H 4.019 -0.716 -1.291  0.173
26 H 3.663 -3.659 -1.100  0.217
27 H 5.266 -3.025 -0.985  0.177
28 H 5.308 -2.449 -4.473  0.185
29 H 5.731 -3.957 -3.615  0.171
30 H 6.299 -2.435 -3.010  0.163
31 C -5.192 5.386 0.293  -0.250
32 O -4.302 4.310 0.143  -0.534
33 C -2.974 4.738 -0.012  -0.075
34 C -1.962 3.689 -0.309  -0.248
35 N -1.729 2.781 0.797  -0.645
36 C -2.868 1.995 1.343  -0.252
37 C -2.241 1.338 2.515  -0.064
38 O -1.250 0.494 1.870  -0.584
39 C -0.554 -0.267 2.864  -0.276
40 H -6.230 5.079 0.424  0.194
41 H -5.187 6.153 -0.481  0.158
42 H -4.940 6.006 1.153  0.159
43 H -2.693 5.496 0.719  0.174
44 H -3.069 5.310 -0.934  0.161
45 H -0.953 4.072 -0.466  0.213
46 H -2.083 3.064 -1.193  0.175
47 H -1.097 2.010 0.634  0.385
48 H -3.321 1.312 0.624  0.177
49 H -3.629 2.669 1.734  0.198
50 H -3.022 0.720 2.957  0.160
51 H -1.753 1.915 3.301  0.187
52 H -1.069 -0.675 3.734  0.184
53 H 0.344 0.330 3.022  0.203
54 H -0.199 -1.165 2.360  0.202


2.
Density functional theory data (the ωB97M-V functional and the def2-TZVPD basis) for 3 unconnected molecules or ions with the total composition C13H31BIN3O10P3 at a distorted geometry.

Results
HOMO-LUMO gap = 8.452 eV
Total charge = +1

Last column: natural (NBO) charge in e.
CARTESIAN COORDINATES (ANGSTROEM)
1 C -4.339 2.080 2.619  -0.214
2 C -3.394 1.408 2.237  -0.061
3 C -2.060 0.803 1.647  -0.482
4 C -0.816 1.704 2.149  -0.053
5 C 0.498 0.767 2.171  -0.230
6 N 0.826 0.677 0.717  -0.649
7 C 0.620 2.054 0.223  0.728
8 N 1.298 2.606 -0.763  -0.865
9 P 2.602 1.670 -1.550  1.049
10 O 3.975 1.613 -0.538  -0.956
11 I 3.097 2.949 -3.598  -0.040
12 N -0.442 2.560 0.996  -0.663
13 B -0.658 4.046 1.074  1.116
14 C -0.094 5.047 2.193  -1.030
15 O -1.404 4.635 0.014  -0.848
16 H -5.171 2.788 2.829  0.266
17 H -2.156 0.818 0.522  0.234
18 H -2.018 -0.263 2.012  0.259
19 H -1.157 2.160 3.119  0.277
20 H 0.319 -0.198 2.722  0.276
21 H 1.253 1.478 2.639  0.213
22 H 0.168 0.020 0.276  0.409
23 H 1.094 3.558 -1.089  0.458
24 H 4.139 0.650 -0.453  0.516
25 H 0.937 4.730 2.525  0.245
26 H -0.827 5.067 3.059  0.276
27 H -0.044 6.099 1.759  0.275
28 H -1.715 3.947 -0.608  0.493
29 C 0.009 -3.811 7.051  -0.260
30 O -1.275 -3.848 6.433  -0.815
31 P -1.742 -2.632 5.509  2.573
32 O -0.678 -1.713 5.054  -1.134
33 O -2.919 -1.944 6.323  -0.800
34 C -2.656 -1.490 7.644  -0.256
35 O -2.546 -3.353 4.344  -0.797
36 C -1.804 -4.070 3.365  -0.256
37 H -0.113 -3.746 8.134  0.188
38 H 0.533 -4.738 6.812  0.194
39 H 0.615 -2.971 6.711  0.205
40 H -1.628 -1.134 7.748  0.185
41 H -2.837 -2.306 8.344  0.193
42 H -3.338 -0.672 7.873  0.205
43 H -1.846 -5.137 3.591  0.198
44 H -0.761 -3.747 3.328  0.188
45 H -2.261 -3.895 2.391  0.192
46 C 3.842 -0.697 -7.638  -0.259
47 O 2.605 -1.123 -7.076  -0.825
48 P 1.240 -0.827 -7.859  2.561
49 O 1.385 -0.457 -9.276  -1.095
50 O 0.484 0.241 -6.951  -0.801
51 C 1.151 1.452 -6.638  -0.254
52 O 0.371 -2.127 -7.585  -0.802
53 C 0.729 -3.325 -8.266  -0.256
54 H 4.280 0.077 -7.003  0.173
55 H 4.520 -1.551 -7.668  0.192
56 H 3.730 -0.305 -8.649  0.216
57 H 1.798 1.776 -7.456  0.193
58 H 1.743 1.308 -5.732  0.171
59 H 0.404 2.224 -6.450  0.198
60 H 1.290 -3.972 -7.590  0.184
61 H 1.328 -3.122 -9.156  0.200
62 H -0.186 -3.834 -8.567  0.201


3.
Density functional theory data (the ωB97M-V functional and the def2-TZVPD basis) for 6 unconnected molecules or ions with the total composition C13H31BN6O13PS at a distorted geometry.

Results
HOMO-LUMO gap = 6.688 eV
Energy above the lowest of the compared OMol25 structures with the same formula, charge and spin = 0.0 kcal/mol
Total charge = -1

Last column: natural (NBO) charge in e.
CARTESIAN COORDINATES (ANGSTROEM)
1 C -1.075 -0.447 4.484  -0.598
2 C -0.077 -1.182 3.577  -0.214
3 C 0.934 -0.194 2.999  -0.607
4 C -0.806 -2.093 2.546  -0.401
5 C -0.818 -1.694 1.066  -0.434
6 C 0.304 -2.227 0.189  0.411
7 N 0.333 -3.729 0.272  -0.484
8 C 1.030 -4.338 1.024  0.277
9 S 1.890 -5.143 2.075  -0.078
10 C 0.090 -1.843 -1.316  -0.103
11 O 1.219 -1.092 -1.711  -0.736
12 B 1.731 -0.574 -0.442  0.311
13 P 3.613 -0.029 -0.507  1.284
14 O 3.945 1.055 -1.505  -1.152
15 O 1.568 -1.749 0.468  -0.719
16 H -1.499 0.425 3.979  0.198
17 H -1.888 -1.123 4.756  0.192
18 H -0.568 -0.110 5.386  0.206
19 H 0.498 -1.850 4.227  0.187
20 H 1.206 0.519 3.787  0.184
21 H 0.545 0.395 2.169  0.216
22 H 1.856 -0.686 2.696  0.230
23 H -1.855 -2.119 2.854  0.195
24 H -0.443 -3.116 2.656  0.213
25 H -1.733 -2.115 0.635  0.216
26 H -0.894 -0.616 0.913  0.229
27 H 0.059 -2.734 -1.952  0.171
28 H -0.840 -1.290 -1.495  0.179
29 H 1.112 0.427 -0.060  -0.125
30 H 4.018 0.365 0.798  -0.124
31 H 4.429 -1.171 -0.746  -0.124
32 C 1.046 3.781 6.306  -0.488
33 N 0.103 2.841 5.641  0.534
34 O 0.038 2.863 4.429  -0.373
35 O -0.551 2.116 6.361  -0.380
36 H 1.549 4.355 5.537  0.232
37 H 0.453 4.415 6.959  0.244
38 H 1.747 3.182 6.880  0.234
39 C -2.607 4.732 4.461  -0.490
40 N -2.117 5.950 5.160  0.537
41 O -1.822 5.850 6.336  -0.397
42 O -2.036 6.968 4.508  -0.373
43 H -2.621 3.914 5.173  0.236
44 H -3.602 4.945 4.081  0.233
45 H -1.918 4.531 3.646  0.253
46 C -3.695 -0.215 -3.639  -0.488
47 N -3.998 -0.695 -2.262  0.537
48 O -3.064 -0.859 -1.509  -0.364
49 O -5.166 -0.892 -1.989  -0.396
50 H -2.623 -0.091 -3.736  0.252
51 H -4.069 -0.965 -4.330  0.231
52 H -4.223 0.724 -3.775  0.227
53 C 0.972 -0.211 -4.533  -0.479
54 N 0.142 -0.053 -5.757  0.544
55 O 0.696 0.089 -6.831  -0.406
56 O -1.067 -0.067 -5.616  -0.412
57 H 2.017 -0.171 -4.816  0.237
58 H 0.719 0.594 -3.851  0.256
59 H 0.724 -1.164 -4.079  0.259
60 C 2.200 -1.802 -9.226  -0.487
61 N 2.757 -3.018 -8.572  0.535
62 O 3.876 -2.955 -8.111  -0.370
63 O 2.044 -4.001 -8.553  -0.388
64 H 2.941 -1.015 -9.170  0.230
65 H 1.977 -2.071 -10.255  0.224
66 H 1.295 -1.526 -8.694  0.253


| no. | electronic energy (eV) |
| --- | --- |
| 1 | -44006.7055 |
| 2 | -75570.9092 |
| 3 | -70331.8667 |